[1]
Molecular formula: C51H131N20O14P3
Method: DFT, the ωB97M-V functional and the def2-TZVPD basis

The geometry in ORCA input format:
```
! wB97M-V def2-TZVPD RIJCOSX def2/J DEFGRID3
* xyz 0 1
C -5.753 0.989 0.873
O -5.371 2.111 0.793
N -5.794 0.023 -0.052
C -6.020 -1.352 0.285
C -4.931 0.185 -1.249
H -6.194 0.600 1.818
H -6.874 -1.351 0.982
H -5.206 -1.836 0.766
H -6.369 -1.960 -0.527
H -5.025 1.247 -1.628
H -3.848 0.034 -1.107
H -5.278 -0.409 -2.105
C -5.391 -2.692 6.674
O -5.116 -3.357 7.707
N -4.680 -1.675 6.245
C -5.112 -0.938 5.062
C -3.538 -1.213 7.059
H -6.207 -2.939 5.949
H -5.716 -1.525 4.431
H -4.142 -0.660 4.566
H -5.700 -0.017 5.271
H -3.753 -1.289 8.102
H -2.584 -1.721 6.809
H -3.288 -0.195 6.799
C 6.578 1.905 -0.528
O 5.887 1.318 -1.366
N 7.183 1.289 0.520
C 7.748 2.036 1.654
C 6.755 -0.067 0.864
H 6.879 2.952 -0.662
H 7.962 3.080 1.383
H 8.739 1.644 1.927
H 7.114 2.036 2.512
H 6.142 -0.413 0.027
H 7.606 -0.722 1.023
H 6.188 -0.126 1.774
C -2.528 -2.217 -3.308
O -3.652 -1.741 -3.262
N -1.619 -1.970 -4.294
C -0.229 -2.404 -4.114
C -1.948 -1.037 -5.338
H -2.131 -2.905 -2.523
H 0.007 -3.221 -4.774
H -0.111 -2.856 -3.084
H 0.412 -1.557 -4.222
H -1.469 -1.319 -6.265
H -2.970 -0.995 -5.560
H -1.588 -0.143 -4.974
C -3.283 -4.300 4.985
O -2.166 -3.854 5.234
N -3.774 -5.398 5.539
C -5.117 -5.896 5.213
C -3.281 -5.897 6.803
H -3.984 -3.844 4.214
H -5.962 -5.501 5.845
H -5.029 -6.953 5.316
H -5.407 -5.686 4.161
H -2.854 -6.859 6.729
H -2.437 -5.292 7.170
H -4.033 -5.808 7.596
C -0.814 -0.902 5.065
O -1.506 0.046 4.682
N 0.472 -0.795 5.600
C 1.208 -1.881 6.181
C 1.122 0.543 5.655
H -1.197 -1.913 5.125
H 0.822 -2.791 5.711
H 1.129 -1.914 7.255
H 2.319 -1.809 5.986
H 1.325 0.841 6.679
H 2.105 0.551 5.193
H 0.437 1.255 5.217
C -0.684 4.053 2.771
O -0.039 3.591 3.683
N -1.995 4.008 2.498
C -2.508 4.766 1.336
C -2.825 3.073 3.269
H -0.239 4.650 1.954
H -3.310 5.419 1.731
H -3.026 4.049 0.661
H -1.697 5.351 0.826
H -2.330 2.163 3.656
H -3.115 3.635 4.147
H -3.710 2.783 2.685
C -4.168 -5.177 1.301
O -3.889 -4.063 1.747
N -4.124 -5.537 -0.026
C -4.534 -6.874 -0.405
C -3.730 -4.713 -1.131
H -4.138 -6.104 1.947
H -5.602 -6.946 -0.614
H -4.179 -7.630 0.360
H -3.996 -7.078 -1.333
H -4.511 -4.535 -1.848
H -3.333 -3.777 -0.817
H -2.976 -5.301 -1.599
C -0.121 -5.612 -1.593
O -0.892 -6.546 -1.445
N 1.158 -5.728 -1.997
C 2.017 -4.596 -2.053
C 1.834 -6.876 -2.583
H -0.312 -4.582 -1.302
H 1.505 -3.809 -1.553
H 2.076 -4.261 -3.095
H 3.051 -4.844 -1.628
H 1.217 -7.720 -2.304
H 1.680 -6.867 -3.674
H 2.856 -6.808 -2.254
C -2.504 -7.342 3.823
O -3.277 -7.630 2.925
N -1.334 -6.701 3.693
C -0.433 -6.447 4.768
C -0.975 -6.090 2.452
H -2.644 -7.681 4.815
H -0.175 -5.359 4.758
H 0.542 -6.953 4.721
H -1.005 -6.665 5.701
H -1.427 -5.140 2.268
H 0.141 -5.953 2.366
H -1.244 -6.713 1.629
C 3.094 5.091 3.825
O 3.225 6.262 3.601
N 4.044 4.115 3.514
C 3.551 2.837 3.171
C 5.247 4.469 2.800
H 2.160 4.711 4.339
H 2.868 2.516 3.990
H 4.402 2.106 3.114
H 3.097 2.796 2.163
H 6.101 3.882 3.044
H 5.048 4.450 1.723
H 5.562 5.466 2.985
O 0.742 2.019 -5.899
P 1.999 2.335 -6.666
N 3.291 2.287 -5.605
C 3.441 1.106 -4.766
C 4.517 3.009 -5.777
N 2.152 3.828 -7.422
C 2.082 4.972 -6.473
C 1.422 3.950 -8.711
N 2.154 1.218 -7.833
C 1.112 0.221 -8.116
C 3.367 1.087 -8.549
H 3.573 1.307 -3.674
H 4.270 0.516 -5.106
H 2.512 0.556 -4.860
H 5.241 2.269 -6.140
H 4.824 3.353 -4.799
H 4.628 3.912 -6.446
H 1.077 5.347 -6.309
H 2.556 4.685 -5.514
H 2.734 5.806 -6.780
H 1.187 4.966 -8.827
H 2.023 3.656 -9.556
H 0.452 3.464 -8.628
H 0.276 0.446 -7.493
H 0.870 0.161 -9.169
H 1.568 -0.755 -7.803
H 3.950 0.220 -8.270
H 3.920 2.003 -8.385
H 3.224 0.998 -9.622
O -0.304 -2.355 -0.646
P 0.005 -1.015 0.016
N 0.712 0.050 -1.024
C 2.108 -0.023 -1.431
C -0.123 0.619 -2.133
N 1.076 -1.080 1.284
C 1.632 0.085 1.980
C 1.253 -2.275 2.078
N -1.389 -0.269 0.371
C -2.386 -1.157 1.052
C -1.448 1.065 0.984
H 2.715 -0.473 -0.521
H 2.525 0.934 -1.640
H 2.418 -0.642 -2.313
H -0.984 1.165 -1.804
H -0.544 -0.163 -2.785
H 0.529 1.235 -2.762
H 2.655 -0.106 2.369
H 1.744 0.908 1.307
H 0.971 0.415 2.840
H 0.709 -2.181 3.005
H 0.913 -3.126 1.485
H 2.323 -2.425 2.280
H -2.506 -2.119 0.453
H -2.050 -1.407 2.095
H -3.326 -0.600 1.058
H -0.659 1.718 0.520
H -1.404 0.999 2.091
H -2.379 1.625 0.672
O 0.016 5.422 -0.406
P 0.905 5.633 -1.567
N 0.226 5.432 -3.084
C -0.794 6.430 -3.548
C -0.250 4.051 -3.329
N 2.059 4.438 -1.385
C 3.053 4.058 -2.450
C 2.101 3.709 -0.153
N 1.756 7.013 -1.694
C 2.060 7.749 -2.887
C 2.267 7.513 -0.398
H -0.540 7.414 -3.186
H -1.803 6.098 -3.187
H -0.799 6.511 -4.612
H -0.322 3.861 -4.402
H -1.231 3.994 -2.865
H 0.447 3.328 -2.947
H 3.324 4.940 -3.011
H 4.001 3.701 -1.967
H 2.720 3.265 -3.079
H 1.843 2.650 -0.228
H 3.153 3.528 0.130
H 1.624 4.149 0.753
H 3.128 7.968 -3.004
H 1.797 7.223 -3.756
H 1.513 8.691 -2.990
H 3.314 7.323 -0.327
H 1.869 6.849 0.430
H 1.974 8.556 -0.125
*
```

LUMO in eV: 0.282
Kohn-Sham gap in eV: 8.7

Atom charges from the Löwdin analysis, given in e for atoms 1 to 5:
1 C -0.4040
2 O 0.0304
3 N -0.1679
4 C -0.0671
5 C -0.0450

---

[2]
Molecular formula: C51H135B3CrF12N8O17
Method: DFT, the ωB97M-V functional and the def2-TZVPD basis

The geometry in ORCA input format:
```
! wB97M-V def2-TZVPD RIJCOSX def2/J DEFGRID3
* xyz 6 5
Cr -4.326 -2.871 -1.356
C -1.089 -1.598 1.453
C -2.107 -0.969 0.386
C -1.482 0.244 -0.472
O -2.690 -1.966 -0.484
H -1.657 -2.056 2.263
H -0.344 -0.953 1.919
H -0.487 -2.339 0.927
H -2.853 -0.375 0.914
H -2.285 0.740 -1.019
H -0.831 -0.179 -1.237
H -1.051 0.930 0.256
C 3.087 3.431 -8.204
O 2.569 2.181 -7.783
C 1.642 1.416 -8.582
C 0.234 2.182 -8.672
N -0.156 2.459 -7.220
H 0.656 2.556 -6.628
H -0.767 3.264 -7.198
C -0.952 1.331 -6.564
C -0.912 1.578 -5.105
O 0.387 1.713 -4.641
C 0.476 1.928 -3.296
H 3.771 3.745 -7.416
H 2.312 4.155 -8.456
H 3.729 3.300 -9.075
H 1.628 0.394 -8.201
H 2.004 1.395 -9.609
H -0.464 1.488 -9.141
H 0.246 3.135 -9.201
H -0.411 0.411 -6.786
H -1.833 1.286 -7.204
H -1.469 0.753 -4.661
H -1.432 2.522 -4.944
H 1.519 1.959 -2.980
H -0.079 1.110 -2.836
H 0.058 2.867 -2.934
C 2.209 -7.127 -4.551
O 2.069 -7.197 -3.160
C 0.787 -7.326 -2.632
C 0.940 -7.435 -1.056
N 1.867 -6.320 -0.563
H 2.440 -6.728 0.162
H 2.438 -5.951 -1.309
C 1.257 -5.348 0.505
C 2.284 -4.410 1.126
O 3.125 -3.789 0.130
C 3.931 -2.779 0.715
H 3.262 -7.298 -4.773
H 1.923 -6.128 -4.881
H 1.514 -7.799 -5.055
H 0.288 -8.153 -3.138
H 0.281 -6.378 -2.820
H 1.385 -8.381 -0.747
H -0.025 -7.380 -0.553
H 0.786 -5.928 1.299
H 0.555 -4.799 -0.121
H 2.918 -5.026 1.764
H 1.692 -3.650 1.636
H 4.465 -2.975 1.645
H 3.319 -1.935 1.031
H 4.680 -2.441 0.000
C -1.090 11.232 -3.164
O -1.112 9.831 -3.462
C -2.169 9.508 -4.251
C -2.174 8.142 -4.851
N -2.198 7.177 -3.618
H -1.468 7.446 -2.974
H -3.059 7.302 -3.103
C -2.108 5.678 -3.847
C -2.256 4.799 -2.550
O -1.322 5.147 -1.546
C -1.507 4.310 -0.398
H -0.085 11.502 -2.837
H -1.763 11.542 -2.365
H -1.304 11.833 -4.047
H -2.120 10.103 -5.163
H -3.137 9.665 -3.775
H -1.196 8.002 -5.311
H -3.073 7.921 -5.427
H -1.143 5.576 -4.343
H -2.939 5.390 -4.490
H -2.328 3.770 -2.902
H -3.227 5.056 -2.126
H -1.012 4.439 0.565
H -1.650 3.251 -0.616
H -2.558 4.529 -0.214
C -0.414 -4.535 3.726
O 0.740 -5.436 3.674
C 0.475 -6.674 4.326
C 1.577 -6.938 5.407
N 2.829 -7.654 4.924
H 2.546 -8.522 4.491
H 3.333 -7.215 4.167
C 3.858 -7.715 6.062
C 4.876 -6.723 5.834
O 5.407 -6.962 4.539
C 6.411 -6.047 4.078
H -1.422 -4.917 3.568
H -0.200 -3.753 2.996
H -0.482 -3.990 4.667
H 0.518 -7.398 3.512
H -0.517 -6.911 4.711
H 1.241 -7.486 6.287
H 1.866 -6.013 5.905
H 4.216 -8.734 6.209
H 3.431 -7.471 7.035
H 5.612 -6.767 6.637
H 4.482 -5.707 5.861
H 7.141 -5.692 4.806
H 5.817 -5.187 3.769
H 6.973 -6.354 3.196
C 2.815 -3.252 5.278
O 3.054 -2.287 4.286
C 2.516 -0.969 4.588
C 3.495 0.005 3.984
N 4.955 -0.183 4.531
H 5.445 0.672 4.752
H 4.974 -0.710 5.392
C 5.905 -0.912 3.580
C 7.319 -1.016 4.170
O 8.240 -0.617 3.107
C 9.581 -0.785 3.438
H 3.264 -2.981 6.233
H 3.312 -4.198 5.062
H 1.771 -3.565 5.293
H 2.340 -0.750 5.641
H 1.505 -0.957 4.180
H 3.228 1.020 4.279
H 3.612 -0.077 2.903
H 5.806 -0.365 2.642
H 5.507 -1.912 3.412
H 7.390 -2.039 4.540
H 7.358 -0.377 5.052
H 9.828 -0.236 4.347
H 10.289 -0.508 2.656
H 9.725 -1.818 3.755
C -4.996 1.686 -0.944
O -5.747 2.942 -0.977
C -6.859 2.937 -0.132
C -7.509 4.310 -0.244
N -6.672 5.347 0.518
H -6.365 4.937 1.389
H -5.850 5.560 -0.029
C -7.311 6.721 0.889
C -8.272 6.584 2.029
O -7.997 5.607 3.029
C -6.907 5.878 3.965
H -4.721 1.372 0.063
H -4.111 1.818 -1.567
H -5.434 0.808 -1.417
H -6.527 2.710 0.881
H -7.632 2.216 -0.399
H -8.495 4.368 0.217
H -7.645 4.484 -1.311
H -7.743 7.239 0.032
H -6.447 7.272 1.261
H -9.240 6.220 1.687
H -8.521 7.561 2.445
H -6.121 6.404 3.423
H -6.657 4.937 4.456
H -7.129 6.490 4.838
C 5.071 0.756 -4.926
O 4.035 -0.050 -4.227
C 4.318 -0.379 -2.812
C 2.978 -1.046 -2.387
N 2.393 -1.990 -3.465
H 2.336 -1.438 -4.309
H 3.008 -2.754 -3.706
C 1.045 -2.616 -3.145
C 0.445 -3.371 -4.368
O 0.732 -2.802 -5.681
C -0.006 -3.395 -6.734
H 4.888 1.823 -4.799
H 5.038 0.711 -6.015
H 6.111 0.680 -4.609
H 4.483 0.523 -2.223
H 5.212 -1.002 -2.813
H 2.247 -0.320 -2.032
H 3.184 -1.781 -1.608
H 0.383 -1.802 -2.850
H 1.231 -3.075 -2.173
H -0.610 -3.593 -4.210
H 0.935 -4.342 -4.298
H -0.792 -2.736 -7.104
H -0.375 -4.379 -6.447
H 0.711 -3.461 -7.552
C -4.592 3.558 7.736
O -3.413 2.813 7.539
C -2.306 3.663 7.354
C -1.077 3.022 6.696
N -1.642 2.372 5.399
H -2.337 1.692 5.672
H -2.170 3.012 4.823
C -0.651 1.686 4.381
C 0.252 2.690 3.643
O 0.913 3.571 4.480
C 2.008 4.297 3.881
H -5.446 2.892 7.864
H -4.904 4.052 6.816
H -4.611 4.236 8.589
H -2.005 4.124 8.295
H -2.382 4.578 6.767
H -0.647 2.196 7.261
H -0.347 3.789 6.439
H -1.168 1.096 3.625
H -0.046 1.076 5.052
H -0.477 3.126 2.960
H 1.025 2.219 3.035
H 1.603 5.112 3.281
H 2.652 3.797 3.157
H 2.786 4.614 4.574
B -4.141 -1.564 -3.605
F -3.352 -2.674 -3.172
F -4.831 -1.898 -4.681
F -4.930 -1.232 -2.538
F -3.268 -0.569 -3.906
B -5.628 -2.306 0.876
F -5.259 -1.551 2.008
F -5.468 -1.477 -0.178
F -4.815 -3.411 0.649
F -6.983 -2.648 1.048
B -2.196 -5.329 -1.416
F -1.895 -5.221 -0.081
F -2.509 -6.634 -1.783
F -3.301 -4.484 -1.521
F -1.118 -4.877 -2.164
*
```

LUMO (alpha / beta) in eV: -10.529 / -10.531
<S²>: 6.00
Kohn-Sham gap (alpha / beta) in eV: 4.9 / 5.9

Atom charges from the Löwdin analysis, given in e for atoms 1 to 5:
1 Cr 1.0910
2 C -0.0569
3 C -0.4679
4 C -0.0648
5 O -0.3033